Record 1
Density functional theory data (ωB97M-V/def2-TZVPD) for 6 unconnected molecules or ions with the total composition C39H93N3O6P at a distorted geometry.

Atoms and positions in Å:
C 3.4278 -0.5699 0.6565
C 4.4061 -1.8502 0.3818
C 3.7430 -3.0910 -0.4493
O 2.2744 -3.1123 -0.5023
N 1.9098 -4.1986 -1.2008
C 1.3808 -3.8785 -2.5781
C 2.4383 -3.1385 -3.5861
C 2.0415 -3.2530 -5.1904
C 1.3911 -1.8632 -5.8070
C 2.5605 -1.0424 -6.6580
C 0.1322 -2.1416 -6.8387
C -0.0129 -3.0509 -2.3417
N -1.0646 -3.9225 -1.7135
C -2.2193 -3.1334 -1.0580
C -1.7467 -2.1456 0.1552
C -1.9178 -0.5520 -0.3082
N -0.6206 0.2323 -0.2473
C -0.6045 -4.9951 -0.7770
C 0.9754 -5.1133 -0.4435
P 1.4630 -4.9875 1.4020
C 1.9302 -6.6692 2.1682
C 3.5806 -6.6099 2.4337
C 0.2807 -3.9574 2.4571
C 0.9542 -2.4478 2.7163
H 3.3366 -0.4335 1.8230
H 4.0151 0.3924 0.2634
H 2.4080 -0.5767 0.0851
H 5.3360 -1.4646 -0.2604
H 4.7972 -2.2543 1.4212
H 4.2790 -3.1401 -1.4931
H 4.0666 -4.0888 0.1209
H 1.0907 -4.9190 -3.0850
H 2.5917 -2.0088 -3.2361
H 3.4734 -3.6763 -3.4666
H 3.0470 -3.4538 -5.7698
H 1.2858 -4.1274 -5.3926
H 0.9935 -1.1745 -4.9370
H 3.2648 -0.3945 -5.9693
H 3.1493 -1.8550 -7.2746
H 1.9937 -0.3749 -7.4632
H -0.4159 -3.1246 -6.4941
H 0.5760 -2.3681 -7.9149
H -0.5853 -1.2122 -6.8269
H -0.4261 -2.7371 -3.4167
H 0.2508 -2.0655 -1.7749
H -1.5460 -4.4143 -2.5278
H -2.7497 -2.5383 -1.9305
H -3.0182 -3.8884 -0.5979
H -0.5897 -2.3019 0.3100
H -2.3458 -2.3220 1.1492
H -2.3438 -0.4522 -1.3936
H -2.6584 -0.0324 0.4492
H 0.2241 -0.3821 -0.3313
H -0.5551 0.6978 0.6869
H -0.9631 -6.0431 -1.2259
H -1.2522 -4.8847 0.2205
H 1.3084 -6.2168 -0.7641
H 1.4142 -6.8065 3.2140
H 1.6470 -7.5470 1.4464
H 3.9938 -7.7019 2.5422
H 3.8505 -5.9346 3.3794
H 4.0586 -6.0307 1.5054
H 0.2576 -4.4522 3.5438
H -0.8344 -3.9047 2.1137
H 1.9551 -2.6116 3.3425
H 0.2304 -1.8363 3.4411
H 1.1420 -1.8605 1.7213
C -5.0264 -1.7387 4.6086
C -4.0330 -2.3938 3.6659
O -2.6799 -2.3020 4.1114
C -2.3863 -2.9063 5.3684
C -2.6683 -4.3975 5.4058
H -4.7738 -0.6837 4.7598
H -6.0398 -1.8022 4.1987
H -5.0327 -2.2164 5.5908
H -4.0771 -1.8842 2.6973
H -4.2972 -3.4398 3.4746
H -2.9129 -2.3826 6.1717
H -1.3160 -2.7469 5.5489
H -3.7268 -4.6165 5.2436
H -2.3851 -4.8161 6.3770
H -2.1040 -4.9147 4.6219
C 3.9854 5.3785 1.7733
C 4.7485 4.5879 2.8208
O 3.9721 4.2792 3.9782
C 2.8022 3.4941 3.7631
C 3.0881 2.1316 3.1578
H 3.6005 6.3106 2.2009
H 4.6387 5.6227 0.9291
H 3.1306 4.8211 1.3840
H 5.5975 5.1878 3.1662
H 5.1731 3.6717 2.3957
H 2.0783 4.0516 3.1614
H 2.3373 3.3508 4.7465
H 3.5426 2.2128 2.1671
H 2.1620 1.5568 3.0550
H 3.7830 1.5685 3.7908
C -4.7039 2.0164 -1.7203
C -5.7962 1.4099 -0.8580
O -5.7433 1.8286 0.5056
C -5.8776 3.2276 0.7426
C -7.1926 3.8035 0.2488
H -3.7157 1.7756 -1.3137
H -4.7668 1.6300 -2.7430
H -4.7798 3.1048 -1.7691
H -5.6786 0.3208 -0.8541
H -6.7892 1.6097 -1.2759
H -5.0246 3.7663 0.3192
H -5.8193 3.3672 1.8292
H -7.3005 3.7033 -0.8342
H -7.2601 4.8683 0.4946
H -8.0379 3.2816 0.7110
C 6.5082 2.9619 -3.5776
C 6.8297 2.1140 -2.3600
O 5.7875 1.2039 -2.0090
C 5.4325 0.2388 -2.9958
C 6.5785 -0.6748 -3.3915
H 5.5831 3.5265 -3.4186
H 7.3213 3.6680 -3.7759
H 6.3685 2.3529 -4.4734
H 6.9702 2.7744 -1.4975
H 7.7742 1.5741 -2.4901
H 4.9997 0.7340 -3.8701
H 4.6309 -0.3715 -2.5614
H 7.4046 -0.1202 -3.8437
H 6.2395 -1.4211 -4.1174
H 6.9762 -1.1944 -2.5127
C -7.0520 9.8644 1.3333
C -6.5146 8.6826 2.1203
O -6.2011 7.5523 1.3068
C -5.2119 7.7530 0.3006
C -3.8618 8.1745 0.8520
H -7.9450 9.5754 0.7687
H -7.3138 10.6852 2.0092
H -6.3210 10.2429 0.6155
H -7.2817 8.3529 2.8293
H -5.6440 8.9683 2.7211
H -5.5738 8.4631 -0.4488
H -5.0952 6.7933 -0.2181
H -3.9151 9.1349 1.3710
H -3.1314 8.2719 0.0422
H -3.4929 7.4347 1.5711

Atoms 1-2, force components in eV/Å:
1.287 1.046 0.017
-0.090 0.154 -0.191

- net charge = +1
- lowest unoccupied orbital energy (eV) = -2.77


Record 2
Density functional theory data (ωB97M-V/def2-TZVPD) for a molecular structure, C23H21Cl2N3O7Pd.

Atoms and positions in Å:
Pd -0.1627 0.0587 0.0834
O 2.1186 3.7525 -3.8387
C 0.9646 4.2414 -3.4096
O 0.5064 5.2861 -3.7933
C 0.2053 3.4176 -2.4204
C -1.0083 3.8184 -1.9079
N -1.4245 2.8574 -1.0657
N -0.5430 1.8565 -0.9987
C 0.4567 2.1839 -1.8006
C 1.5984 1.2243 -1.9083
O 2.5400 1.4968 -2.6407
O 1.4728 0.1562 -1.1988
H 2.2972 2.8585 -3.4429
H -1.5788 4.7103 -2.1079
H -2.2596 2.8244 -0.5023
Cl -0.8867 2.4187 5.7373
C 0.7898 2.0851 6.0239
C 1.5326 3.0453 6.6918
C 2.8905 2.8564 6.8820
C 3.5010 1.7079 6.4058
C 2.7352 0.7477 5.7680
Cl 3.5361 -0.6849 5.1941
C 1.3590 0.8985 5.5646
N 0.6387 -0.0929 4.8842
C -0.5480 -0.6691 5.3374
C -0.9084 -0.6135 6.6817
C -2.0859 -1.1902 7.1269
C -2.9248 -1.8532 6.2414
C -2.5432 -1.9310 4.9115
C -1.3645 -1.3554 4.4437
C -1.0101 -1.5393 2.9801
C -1.0975 -0.2969 2.1383
O -2.0248 -0.1836 1.2753
O -0.1726 0.5948 2.2075
H 1.0405 3.9453 7.0342
H 3.4757 3.6112 7.3905
H 4.5613 1.5412 6.5343
H 0.8261 -0.1468 3.8927
H -0.2585 -0.0977 7.3790
H -2.3475 -1.1193 8.1755
H -3.8438 -2.3136 6.5779
H -3.1707 -2.4636 4.2049
H -1.7003 -2.2656 2.5583
H 0.0032 -1.9384 2.8721
C -1.5736 -2.1186 -3.2965
C -0.0448 -2.1177 -3.2654
C 0.2218 -2.5558 -1.8440
O -0.7936 -1.8818 -1.0596
C -1.9426 -1.6041 -1.9096
H -1.9449 -3.1347 -3.4405
H -1.9900 -1.4908 -4.0831
H 0.3523 -1.1133 -3.4226
H 0.3992 -2.7872 -4.0006
H 1.1930 -2.2581 -1.4577
H 0.0926 -3.6340 -1.7248
H -2.1124 -0.5286 -1.9093
H -2.8142 -2.0903 -1.4771

Atoms 1-2, force components in eV/Å:
-0.299 -0.039 -0.462
-0.397 0.346 -0.066

- lowest unoccupied orbital energy (alpha / beta) (eV) = 0.23 / -2.14
- ⟨S²⟩ = 2.0053
- spin multiplicity = 3


Record 3
Density functional theory data (ωB97M-V/def2-TZVPD) for a molecular structure, C4H6N2 at a distorted geometry.

Atoms and positions in Å:
C -1.3755 -0.1230 -0.2117
N -0.3421 0.0233 0.8254
C 0.6075 -0.9259 0.4191
C 1.4556 -0.2341 -0.3833
N 1.3619 1.1553 -0.1296
C 0.2895 1.2602 0.5726
H -0.4120 -0.1974 -1.1770
H -1.7831 -1.1387 -0.2023
H -2.2227 0.5903 -0.0283
H 0.3102 -1.9687 0.3609
H 2.2597 -0.6296 -0.9796
H -0.1490 2.1883 0.9338

Atoms 1-2, force components in eV/Å:
1.222 -0.412 -1.593
0.165 0.053 1.339

- lowest unoccupied orbital energy (eV) = 0.88


Record 4
Density functional theory data (ωB97M-V/def2-TZVPD) for a gas-phase ion, C10H12N5 (charge +1) at a distorted geometry.

Atoms and positions in Å:
C 1.6316 -1.7947 -1.2288
C 0.3915 -1.0727 -1.7888
C -2.4520 -0.7327 1.4058
C -2.0460 -1.8140 0.7911
C 2.0236 -1.2702 0.0012
C -0.6315 -0.6954 -0.6473
C 1.5156 -0.0504 0.4200
C -1.8256 0.6200 1.0811
C 0.7206 2.1241 0.7715
C -0.9065 0.5942 -0.0677
N -1.1226 -1.7770 -0.1545
N 1.4444 0.9384 1.1277
N 2.9739 -1.5172 0.8992
N -0.1963 1.7994 -0.3663
N 0.5179 1.9993 -1.5376
H 2.1629 -2.5875 -1.7525
H -0.1396 -1.8584 -2.4326
H -3.2228 -0.7957 2.2043
H -2.3633 -2.9038 1.0068
H -2.6625 1.1715 0.8250
H -1.4734 1.1581 1.9168
H 0.1036 2.3809 1.7044
H 1.4307 2.9496 0.4896
H 2.8164 -1.1068 1.8439
H 0.6984 -0.3221 -2.4084
H 0.3928 3.0834 -1.8003
H 0.2179 1.4797 -2.3037

Atoms 1-2, force components in eV/Å:
-0.726 1.540 1.099
-1.221 -3.662 0.820

- net charge = +1
- lowest unoccupied orbital energy (alpha / beta) (eV) = -6.26 / -5.97


Record 5
Density functional theory data (ωB97M-V/def2-TZVPD) for a single C3H3OP molecule at a distorted geometry.

Atoms and positions in Å:
O -0.7528 1.2348 -0.1891
C -0.6747 -0.0789 -0.2896
C -0.1929 -0.9703 -1.2693
P -1.6929 -1.8633 -0.0557
C -0.5813 -0.9519 0.8566
H -0.4067 1.5291 0.6999
H 0.8039 -1.2850 -0.9594
H 0.1109 -1.5349 1.3735

Atoms 1-2, force components in eV/Å:
-0.224 1.819 0.310
0.285 -0.120 2.576

- lowest unoccupied orbital energy (alpha / beta) (eV) = -0.41 / -0.50
- SMILES string = OC12C=P1=C2


Record 6
Density functional theory data (ωB97M-V/def2-TZVPD) for a single C2H4N2O molecule at a distorted geometry.

Atoms and positions in Å:
C -0.9804 1.1465 0.0053
N -0.6217 0.2990 0.9255
N 0.4433 -0.4860 0.7459
C 0.8436 -0.9601 -0.5236
O 1.7149 -1.7359 -0.6851
H -1.9099 1.7353 0.3149
H -0.4605 1.5181 -0.8945
H 0.6675 -1.0897 1.4997
H 0.3032 -0.4272 -1.3880

Atoms 1-2, force components in eV/Å:
-1.012 0.619 2.158
-1.494 1.597 -1.380

- lowest unoccupied orbital energy (eV) = 0.71
- SMILES string = C=NNC=O


Record 7
Density functional theory data (ωB97M-V/def2-TZVPD) for a molecular structure, C11H26N6O7Ti at a distorted geometry.

Atoms and positions in Å:
O -0.9856 1.7551 -3.1048
H -1.1829 2.4961 -3.6895
Ti 0.4192 0.3615 -0.3159
N -1.4658 0.2675 -1.0804
N -0.5137 1.9723 0.5815
N 1.2896 -1.2903 -1.0031
N 2.0901 0.4059 0.7622
O -1.8327 -0.7978 -1.6607
O 0.6606 -2.2571 -1.7797
O 2.3495 1.2825 1.8040
O -0.0213 2.5849 1.6330
C -1.7221 2.3105 0.0367
C -2.2787 1.3310 -0.8269
C 2.4229 -1.6304 -0.3545
C 2.8781 -0.6890 0.6188
C -3.5979 1.4022 -1.4917
H -3.4944 1.3747 -2.5806
H -4.1187 2.3215 -1.2241
H -4.2167 0.5591 -1.1736
C -2.3463 3.6010 0.3999
H -1.7244 4.4371 0.0627
H -2.4573 3.6778 1.4841
H -3.3268 3.7256 -0.0579
C 3.0470 -2.9505 -0.5914
C 4.0467 -0.9024 1.5005
H 2.6794 -3.3706 -1.5313
H 2.8241 -3.6495 0.2284
H 4.1376 -2.8477 -0.6401
H 3.9800 -0.2325 2.3609
H 4.9879 -0.6965 0.9704
H 4.0838 -1.9406 1.8502
H -0.1738 -1.8330 -2.1138
H 1.5420 1.8995 1.8263
C 1.1075 1.5625 -1.7817
H 0.2546 1.7920 -2.6476
H 2.0386 1.1312 -2.1839
H 1.3819 2.5176 -1.3060
O -0.7569 -0.5650 -4.2782
H -1.0510 0.3219 -3.9152
H 0.2054 -0.3850 -4.3298
C -1.6431 -3.2387 2.2451
N -1.0936 -2.1098 2.9932
C -0.6204 -0.9746 2.4237
N -0.2602 0.0128 3.2877
O -0.4894 -0.8634 1.1678
H -1.5220 -3.0800 1.1639
H -2.7070 -3.3640 2.4892
H -1.1266 -4.1578 2.5479
H -1.1967 -2.1122 4.0138
H -0.1160 0.9605 2.9308
H -0.3842 -0.1258 4.2795

Atoms 1-2, force components in eV/Å:
-0.142 0.833 -0.535
0.041 -0.008 -0.099

- net charge = +1
- lowest unoccupied orbital energy (alpha / beta) (eV) = -5.16 / -5.14
- ⟨S²⟩ = 0.8718
- spin multiplicity = 2


Record 8
Density functional theory data (ωB97M-V/def2-TZVPD) for a molecular structure, C16H37F3N2O7Zn at a distorted geometry.

Atoms and positions in Å:
Zn -0.2755 1.3653 0.2791
O 1.3672 0.4038 0.0210
H 1.6955 0.3509 0.9064
C -0.9960 2.4335 2.7753
O -0.8621 1.0490 3.0749
O -0.3428 2.7532 1.6343
C -2.4381 2.7591 2.6298
F -2.9687 2.5872 1.4039
F -3.2920 2.1183 3.5200
F -2.6019 4.1150 2.9090
C 0.1561 0.6873 4.0653
C 1.5110 0.2792 3.5765
H 2.1093 0.0696 4.4136
H 1.3905 -0.6200 2.9353
H 2.0475 0.9767 2.9172
H -0.2327 -0.1835 4.5121
H 0.1648 1.4360 4.8162
H -0.5728 3.0209 3.5654
C 1.9487 3.4950 -0.3853
O 0.6909 3.1134 -0.9664
C 0.8275 2.5099 -2.2247
C -0.5360 1.9591 -2.6747
N -1.0467 1.0018 -1.6812
C -2.4665 0.7362 -1.7376
C -2.9247 -0.3065 -0.6482
O -2.0618 -0.2146 0.5397
C -2.5272 -1.0756 1.5274
H 2.5577 2.5898 -0.0964
H 1.8431 4.0292 0.5935
H 2.6018 4.0125 -1.1019
H 1.4712 1.5888 -2.1895
H 1.2543 3.2194 -2.9140
H -0.3882 1.5700 -3.6688
H -1.2110 2.7940 -2.5969
H -0.5837 0.0820 -1.7955
H -2.8454 0.4792 -2.7337
H -3.0483 1.6134 -1.4611
H -2.8231 -1.2968 -0.9599
H -3.9121 -0.0404 -0.3310
H -3.4730 -0.6793 1.9379
H -1.7929 -0.9413 2.3398
H -2.5451 -2.1634 1.2639
C -0.1623 -3.5691 2.8397
O -0.3625 -3.7553 1.4961
C 0.3620 -2.8192 0.7176
C -0.3765 -2.7280 -0.6366
N 0.3271 -1.8329 -1.6041
C 1.3930 -2.4432 -2.4266
C 1.4030 -1.8122 -3.8207
O 2.7228 -1.8196 -4.3137
C 3.3555 -0.5877 -4.1521
H 0.9168 -3.2983 3.0773
H -0.4729 -4.4757 3.4021
H -0.7377 -2.7417 3.2141
H 1.4109 -3.1374 0.6779
H 0.3786 -1.8722 1.2532
H -1.3107 -2.2735 -0.4011
H -0.5713 -3.7535 -1.0910
H 0.8126 -1.1536 -0.9620
H 1.2258 -3.5028 -2.4569
H 2.3739 -2.3426 -1.9654
H 1.0583 -0.7783 -3.9025
H 0.7714 -2.3162 -4.5859
H 3.7829 -0.4684 -3.0948
H 2.6799 0.2877 -4.3289
H 4.1504 -0.4836 -4.9267

Atoms 1-2, force components in eV/Å:
0.136 0.505 0.137
-0.673 -0.208 -0.502

- lowest unoccupied orbital energy (eV) = 0.53


Number 1: DFT total energy -67976.3521 eV. Number 2: DFT total energy -71519.0982 eV. Number 3: DFT total energy -7222.4032 eV. Number 4: DFT total energy -17999.8008 eV. Number 5: DFT total energy -14489.1124 eV. Number 6: DFT total energy -7164.7966 eV. Number 7: DFT total energy -58204.1094 eV. Number 8: DFT total energy -91073.1406 eV.